{
  "formula": "C3H13N2O4S2",
  "method": "wB97M-V/def2-TZVPD",
  "symbols": ["H", "H", "H", "H", "O", "O", "S", "H", "C", "C", "H", "H", "N", "H", "N", "H", "H", "C", "O", "H", "O", "S", "H", "H"],
  "xyz": [[0.67856, -2.34116, 0.48004], [0.54163, -2.60842, 2.19802], [2.30149, 5.43984, -2.26354], [0.34010, -4.51935, 0.17001], [-0.59966, 2.02197, -0.86097], [-1.38478, 0.17385, 0.57122], [-0.86124, 1.67518, 0.76852], [-1.78397, -3.11326, -0.37071], [-1.15498, -0.68766, 1.70257], [-1.28889, -2.15593, 1.24457], [0.58355, -4.73058, 1.72304], [-0.16078, -0.56702, 2.10906], [1.67670, 4.81398, -2.77707], [0.91777, 1.93506, -2.63246], [-0.04554, -4.27502, 1.07485], [1.21447, 5.33138, -3.52834], [0.97719, 4.42399, -2.13219], [0.06970, -2.82056, 1.24518], [-1.89527, -2.21570, -0.02046], [-1.87721, -0.50298, 2.48672], [0.45617, 1.63016, 1.33737], [1.01026, 1.72193, -1.30293], [-1.93502, -2.67510, 1.95039], [2.21976, 4.04541, -3.17292]],
  "mulliken_charge": [0.3324, 0.4483, 0.3802, 0.2430, -0.2703, -0.1567, 0.6726, 0.3550, -0.5906, 0.2551, 0.2543, 0.4238, -0.4714, 0.1315, -0.6110, 0.3845, 0.3316, -0.8289, -0.5364, 0.3119, -0.5412, -0.0937, 0.2020, 0.3739],
  "charge": 1,
  "lumo_ev": -4.22,
  "homo_ev": -11.730
}

=====

{
  "formula": "C5H11NOS",
  "method": "wB97M-V/def2-TZVPD",
  "symbols": ["H", "H", "S", "H", "C", "C", "H", "O", "H", "H", "H", "C", "H", "H", "N", "H", "H", "C", "C"],
  "xyz": [[-1.22154, 1.96039, 0.75536], [-0.20746, -2.45979, -1.84193], [-1.62578, -0.33117, -1.11149], [-2.02621, -2.54569, -1.68852], [-1.15039, -1.90514, -1.95688], [0.36148, 0.46455, 0.46422], [1.91864, 1.63526, -0.00100], [0.01501, 0.10623, -0.85434], [0.29857, 2.54117, 0.09299], [0.16507, -0.17823, 2.47483], [0.32672, -1.63366, 1.26784], [-0.13975, 1.90208, 0.79519], [0.35304, 2.34238, 1.77191], [2.25670, -0.08317, -0.40543], [-2.34250, -0.62355, 0.15521], [2.41541, 0.50987, 1.33743], [-1.31825, -1.78493, -3.02256], [1.91946, 0.60372, 0.34612], [0.00178, -0.52032, 1.42103]],
  "mulliken_charge": [0.3837, 0.2858, 0.3521, 0.3482, -0.9062, 1.3461, 0.3312, -0.4810, 0.4275, 0.3749, 0.2483, -1.4093, 0.3045, 0.4157, -0.4032, 0.3193, 0.3660, -1.3570, -0.9465],
  "relative_energy_kcal_mol": 158.3,
  "lumo_ev": [-0.90, 0.32],
  "homo_ev": [-7.887, -8.851]
}

=====

{
  "formula": "C3H8OS2",
  "method": "wB97M-V/def2-TZVPD",
  "symbols": ["C", "H", "H", "C", "H", "H", "O", "S", "H", "H", "C", "H", "H", "S"],
  "xyz": [[1.24936, -0.44858, -1.43242], [-1.59140, 2.12774, 0.92958], [-1.96720, 0.85373, 1.83462], [1.62687, 0.27771, -0.36799], [-0.69354, -1.88628, -0.20202], [1.05241, -1.50282, -1.35465], [1.86753, -0.25297, 0.86505], [-2.05518, -1.80323, 0.03682], [1.97726, 1.31199, -0.49781], [1.36261, -1.06284, 1.14022], [-1.44119, 1.03102, 0.91480], [-0.38297, 0.89140, 1.12442], [1.18333, 0.08241, -2.37991], [-2.18788, 0.38071, -0.61070]],
  "mulliken_charge": [-0.7292, 0.3261, 0.3791, 0.0508, 0.0769, 0.3112, -0.5129, -0.2059, 0.3524, 0.3481, -0.8076, 0.2555, 0.1984, -0.0428],
  "relative_energy_kcal_mol": 37.4,
  "lumo_ev": -0.26,
  "homo_ev": -8.993
}

=====

| no. | energy (eV) | maximum force (eV Å⁻¹) |
| --- | --- | --- |
| 1 | -36153.3849 | 1.17 |
| 2 | -19730.2289 | 3.99 |
| 3 | -26956.9852 | 3.03 |